Record 1
46
Properties=species:S:1:pos:R:3:nbo_charge:R:1 method="wB97M-V/def2-TZVPD" lumo_energy_ev=-3.765 charge=-1 de_lowest_kj_mol=1594.7 fmax_ev_per_a=8.34
Zr -0.31 0.08 1.39 1.91
N -2.85 -2.24 2.18 -1.10
S -3.25 -3.67 1.61 2.39
O -4.52 -3.76 0.95 -0.89
O -2.59 -4.87 2.07 -0.88
F -2.36 -3.37 0.32 -0.55
S -4.26 -2.26 3.17 2.33
O -4.56 -3.42 4.03 -0.86
O -5.36 -1.44 2.79 -0.87
F -3.58 -1.31 4.32 -0.53
N 2.27 -2.35 1.26 -1.06
S 3.01 -3.50 2.45 2.29
O 4.16 -3.01 3.22 -0.88
O 3.00 -4.92 2.13 -0.85
F 1.90 -3.45 3.55 -0.49
S 3.50 -2.80 0.31 2.30
O 3.19 -3.84 -0.66 -0.87
O 4.91 -2.56 0.65 -0.84
F 3.23 -1.47 -0.69 -0.56
B -2.86 2.68 1.33 -0.78
H -2.50 2.28 0.39 -0.02
H -2.52 2.03 2.12 -0.06
H -2.35 3.62 1.46 0.00
H -3.92 2.79 1.16 0.04
O 1.75 2.72 1.34 -0.44
C 2.58 3.17 2.43 -0.13
C 2.39 2.41 3.83 -0.13
O 1.32 1.51 3.90 -0.45
H 3.58 3.46 2.09 0.20
H 2.20 4.17 2.60 0.29
H 2.21 3.16 4.61 0.19
H 3.26 1.85 4.18 0.29
C 1.02 3.18 -5.53 -0.63
C 0.03 2.61 -4.47 -0.07
O -0.45 1.36 -4.82 -0.50
C -0.54 0.24 -4.01 0.71
O -0.41 0.28 -2.76 -0.58
C -0.88 -1.06 -4.77 0.91
F -1.10 -0.79 -6.04 -0.30
F 0.11 -1.94 -4.61 -0.29
F -2.04 -1.48 -4.29 -0.29
H 0.63 3.37 -6.53 0.22
H 1.89 2.52 -5.55 0.22
H 1.46 4.14 -5.28 0.22
H -0.87 3.22 -4.36 0.19
H 0.48 2.67 -3.48 0.20



Record 2
24
Properties=species:S:1:pos:R:3:nbo_charge:R:1 method="wB97M-V/def2-TZVPD" lumo_energy_ev=-6.833 charge=+1 de_lowest_kj_mol=216.3 fmax_ev_per_a=5.37
C 1.77 -2.04 -0.27 -0.23
C 2.77 -1.37 0.48 0.11
C -0.86 2.96 0.52 -0.66
C -2.06 -2.02 -0.04 -0.61
C 0.40 2.59 -0.33 -0.07
C -1.71 -0.53 -0.38 -0.73
O 0.89 -1.28 -0.93 -0.74
O 0.46 -0.12 1.41 -1.07
O 0.27 1.23 -0.88 -0.83
P 0.08 -0.07 0.00 2.32
Br 3.34 0.32 0.07 0.41
H 2.36 -2.74 -0.88 0.32
H 1.16 -2.69 0.42 0.29
H 3.39 -1.81 1.20 0.24
H -1.76 2.45 0.09 0.22
H -0.73 2.73 1.63 0.24
H -0.96 4.04 0.31 0.24
H -1.55 -2.67 -0.84 0.20
H -1.67 -2.42 0.82 0.22
H -3.07 -2.17 -0.34 0.24
H 1.30 2.75 0.39 0.20
H 0.37 3.08 -1.30 0.22
H -2.28 0.01 0.23 0.23
H -1.90 -0.25 -1.41 0.25



Record 3
23
Properties=species:S:1:pos:R:3:nbo_charge:R:1 method="wB97M-V/def2-TZVPD" lumo_energy_ev="0.523 / -0.116" de_lowest_kj_mol=482.5 spin_multiplicity=2 fmax_ev_per_a=3.96
C 2.38 1.28 -0.92 -0.76
O 2.20 0.98 0.51 -0.70
C 2.50 -0.37 0.84 -0.10
C 1.59 -1.26 -0.01 -0.16
O 0.29 -0.83 0.45 -0.64
C -0.84 -1.48 -0.10 -0.09
C -2.05 -0.66 0.24 -0.09
O -1.77 0.68 -0.15 -0.62
C -2.91 1.54 -0.12 -0.26
Cd 0.17 1.32 0.57 0.94
H 2.44 -2.11 -0.22 0.22
H 3.37 1.78 -0.95 0.15
H 2.37 -0.49 1.92 0.20
H 3.56 -0.57 0.61 0.20
H 1.39 -1.44 -1.08 0.21
H -0.93 -2.50 0.29 0.20
H -0.71 -1.52 -1.20 0.19
H -2.28 -0.70 1.31 0.19
H -2.92 -1.04 -0.32 0.20
H -2.55 2.57 -0.25 0.22
H -3.59 1.28 -0.94 0.18
H -3.43 1.45 0.85 0.18
H 1.71 2.07 -1.34 0.13



Record 4
23
Properties=species:S:1:pos:R:3:nbo_charge:R:1 method="wB97M-V/def2-TZVPD" lumo_energy_ev=-4.506 charge=+1 de_lowest_kj_mol=111.2 smiles="NCC(=[NH2+])CCCC(Cl)Cl" fmax_ev_per_a=4.67
C 1.57 -0.51 1.13 -0.41
C 0.55 -1.29 0.27 -0.51
C 2.07 0.78 0.46 -0.51
C -0.73 -0.53 0.11 0.41
C 0.92 1.70 0.10 -0.18
C -1.35 -0.80 -1.28 -0.29
N -1.56 -0.09 0.97 -0.67
N -2.66 -0.16 -1.43 -0.84
Cl 0.22 2.52 1.46 0.02
Cl 1.55 3.09 -0.93 0.01
H 1.24 -0.44 2.12 0.22
H 2.51 -1.25 1.09 0.25
H 1.00 -1.56 -0.72 0.26
H 0.41 -2.42 0.70 0.30
H 2.81 1.44 1.05 0.27
H 2.83 0.60 -0.31 0.27
H -1.33 -1.91 -1.21 0.25
H -0.54 -0.55 -2.12 0.23
H -2.56 0.24 0.63 0.48
H -1.25 0.11 2.00 0.45
H -2.52 0.78 -1.78 0.39
H -0.04 1.02 -0.32 0.20
H -3.13 -0.77 -1.99 0.39



Record 5
22
Properties=species:S:1:pos:R:3:nbo_charge:R:1 method="wB97M-V/def2-TZVPD" lumo_energy_ev=0.801 smiles=CCC(Cl)Cl.CC(C)Cl fmax_ev_per_a=1.67
C -1.59 1.53 0.31 -0.63
C -1.95 0.08 0.03 -0.16
C -3.41 -0.10 -0.37 -0.62
C 1.93 -0.94 1.25 -0.62
C 1.94 -0.94 -0.28 -0.47
C 2.86 0.10 -0.91 -0.18
H -2.21 1.91 1.14 0.22
H -1.78 2.15 -0.57 0.22
H -0.54 1.63 0.58 0.23
H -1.72 -0.54 0.89 0.21
H -4.05 0.24 0.45 0.22
H -3.63 -1.15 -0.57 0.22
H -3.64 0.48 -1.26 0.22
H 1.24 -1.72 1.61 0.21
H 2.92 -1.16 1.65 0.22
H 1.59 0.02 1.64 0.21
H 2.26 -1.92 -0.66 0.21
H 0.94 -0.75 -0.66 0.24
H 2.81 0.04 -2.00 0.22
Cl -0.89 -0.55 -1.29 -0.07
Cl 2.37 1.76 -0.49 -0.05
Cl 4.56 -0.18 -0.48 -0.05



Record 6
24
Properties=species:S:1:pos:R:3:nbo_charge:R:1 method="wB97M-V/def2-TZVPD" lumo_energy_ev=-3.528 charge=+1 de_lowest_kj_mol=251.7 fmax_ev_per_a=1.04
C -0.97 0.87 -0.21 0.02
C 0.13 1.00 -1.02 -0.19
C 1.38 -0.26 0.45 0.16
C -2.76 0.43 2.40 -0.42
C 2.04 0.62 -3.37 -0.75
C 1.94 -1.57 0.83 -0.43
N -0.88 0.16 0.91 -0.46
N 1.18 0.14 -0.79 -0.40
N -2.07 -0.43 1.42 -0.36
S 1.92 -0.70 -2.15 0.42
Cl 0.63 -2.54 1.60 -0.05
H -1.91 1.30 -0.54 0.20
H 0.13 1.62 -1.89 0.23
H 1.19 0.45 1.23 0.25
H -3.05 1.36 1.92 0.23
H -3.64 -0.07 2.80 0.23
H -2.07 0.66 3.21 0.24
H 2.59 1.46 -2.96 0.24
H 1.06 0.92 -3.74 0.23
H 2.60 0.18 -4.19 0.27
H 2.72 -1.48 1.58 0.26
H 2.29 -2.15 -0.03 0.25
H -1.73 -1.30 1.88 0.44
H -2.74 -0.71 0.68 0.41



Record 7
22
Properties=species:S:1:pos:R:3:nbo_charge:R:1 method="wB97M-V/def2-TZVPD" lumo_energy_ev=0.848 de_lowest_kj_mol=67.4 fmax_ev_per_a=6.98
C 0.84 1.62 0.96 -0.39
C 1.48 2.15 -0.34 -0.43
C 0.57 0.09 0.93 -0.48
C 0.40 1.94 -1.44 -0.06
C -0.25 -0.07 -0.42 -0.01
C -1.59 -3.41 0.48 -1.11
O 0.10 0.55 -1.53 -0.55
Si -0.60 -2.57 -0.86 1.12
Cl 1.34 -3.19 -1.08 -0.40
H 1.35 1.70 1.86 0.21
H -0.16 2.13 1.12 0.18
H 1.63 3.18 -0.13 0.21
H 2.34 1.50 -0.43 0.21
H 1.33 -0.65 0.70 0.21
H 0.14 -0.31 1.81 0.21
H -0.38 2.56 -1.13 0.17
H 0.85 2.16 -2.39 0.20
H -1.34 0.04 -0.21 0.13
H -2.32 -2.70 0.81 0.26
H -1.93 -4.37 0.23 0.25
H -1.02 -3.35 1.34 0.25
H -1.09 -2.33 -2.26 -0.17



Record 8
21
Properties=species:S:1:pos:R:3:nbo_charge:R:1 method="wB97M-V/def2-TZVPD" lumo_energy_ev=0.920 de_lowest_kj_mol=271.4 fmax_ev_per_a=4.71
C -1.30 1.20 1.22 -0.37
C -1.68 0.40 0.23 -0.69
C 1.08 -1.34 1.98 -0.63
C 0.21 1.82 -2.18 -0.61
C 0.29 -2.18 0.96 -0.63
C 0.87 0.53 -1.51 -0.96
F -1.30 -1.43 -1.92 -0.66
Si -0.45 -0.56 -0.78 1.81
H -2.14 1.64 1.71 0.19
H -0.43 1.07 1.75 0.19
H -2.79 0.21 0.06 0.23
H 1.91 -0.83 1.45 0.19
H 0.42 -0.65 2.41 0.19
H 1.55 -1.95 2.67 0.20
H 0.90 2.71 -2.01 0.21
H 0.05 1.62 -3.17 0.21
H -0.70 2.27 -1.67 0.22
H -0.59 -2.59 1.35 0.19
H 0.94 -2.93 0.51 0.20
H 1.66 0.89 -0.78 0.25
H 1.49 0.11 -2.29 0.25



Record 9
25
Properties=species:S:1:pos:R:3:nbo_charge:R:1 method="wB97M-V/def2-TZVPD" lumo_energy_ev="-4.492 / -4.368" charge=+1 de_lowest_kj_mol=227.7 fmax_ev_per_a=5.60
C 1.57 0.22 -0.17 0.84
C 2.62 -1.79 0.65 -0.14
C -1.15 0.80 1.20 -0.68
C -1.49 0.93 -1.34 -0.65
C -1.68 -1.28 -0.09 -0.65
C -0.99 0.06 -0.11 0.30
N 2.65 -0.48 0.35 -0.19
N 4.91 -0.63 0.71 -0.46
N 3.89 0.14 0.47 -0.23
O 1.69 1.51 -0.04 -0.66
O 0.43 -0.46 -0.42 -0.50
I 6.67 0.15 0.95 0.47
H 1.80 -2.34 0.70 0.21
H 3.67 -2.15 0.88 0.26
H -1.23 0.28 2.12 0.24
H -0.43 1.55 1.40 0.23
H -2.10 1.26 1.26 0.26
H -0.65 0.96 -2.05 0.22
H -1.81 2.00 -1.12 0.24
H -2.34 0.31 -1.73 0.25
H -2.80 -1.24 0.01 0.25
H -1.49 -1.95 -0.95 0.24
H -1.18 -1.86 0.78 0.22
H 3.85 1.04 -0.05 0.40
H 1.21 2.13 -0.69 0.55



Record 10
24
Properties=species:S:1:pos:R:3:nbo_charge:R:1 method="wB97M-V/def2-TZVPD" lumo_energy_ev=-12.728 charge=+2 fmax_ev_per_a=8.25
C 0.58 -1.52 1.12 -1.15
Si 1.12 -0.11 -0.12 1.78
C 2.48 0.97 0.75 -1.15
C 1.88 -1.07 -1.66 -1.13
O -0.21 0.84 -0.76 -0.98
C -1.11 1.33 0.30 -0.14
C -2.63 0.77 -0.11 -0.56
C -2.76 -0.84 0.20 0.72
O -3.30 -1.23 1.36 -0.38
O -2.26 -1.87 -0.78 -0.44
H -0.39 -1.26 1.73 0.25
H 0.53 -2.58 0.60 0.30
H 1.47 -1.60 1.90 0.29
H 3.39 0.28 1.03 0.31
H 2.76 1.84 0.03 0.25
H 2.01 1.38 1.75 0.26
H 1.10 -1.83 -2.11 0.28
H 2.90 -1.58 -1.42 0.30
H 2.04 -0.23 -2.48 0.22
H -1.19 2.51 0.20 0.12
H -0.80 1.05 1.39 0.34
H -2.85 0.92 -1.26 0.14
H -3.47 1.37 0.47 0.32
Lu -1.27 2.46 -2.14 2.07



Record 11
20
Properties=species:S:1:pos:R:3:nbo_charge:R:1 method="wB97M-V/def2-TZVPD" lumo_energy_ev="4.110 / 4.000" charge=-1 de_lowest_kj_mol=173.7 spin_multiplicity=2 fmax_ev_per_a=5.19
C -0.43 -1.21 1.79 -0.74
C -0.74 0.30 1.87 -0.40
C -0.94 1.22 0.52 -0.46
N -0.56 -0.59 -1.99 -0.98
C 0.46 0.14 -1.28 0.02
C 0.30 1.01 -0.26 -0.35
C 1.80 -0.18 -1.73 -0.95
H 0.55 -1.34 1.33 0.22
H -0.53 -1.36 2.87 0.20
H -1.23 -1.69 1.23 0.20
H -1.62 0.54 2.47 0.18
H 0.18 0.79 2.27 0.18
H -1.09 2.24 0.73 0.19
H -1.87 0.90 0.01 0.18
H -1.46 -0.72 -1.58 0.36
H -0.23 -0.66 -2.88 0.36
H 1.17 1.38 0.42 0.18
H 1.81 -1.04 -2.45 0.20
H 2.45 -0.38 -0.90 0.22
H 2.00 0.66 -2.46 0.21



Record 12
20
Properties=species:S:1:pos:R:3:nbo_charge:R:1 method="wB97M-V/def2-TZVPD" lumo_energy_ev=1.242 de_lowest_kj_mol=107.4 smiles=CCCN1C[C@H]1C fmax_ev_per_a=0.56
C 3.00 -0.42 -0.17 -0.61
C 1.51 -0.60 -0.01 -0.40
C 0.69 0.51 -0.64 -0.21
N -0.68 0.12 -0.48 -0.42
C -1.71 1.08 -0.73 -0.25
C -1.56 0.44 0.63 -0.08
C -2.47 -0.71 1.02 -0.61
H 3.32 0.54 0.26 0.20
H 3.28 -0.41 -1.23 0.20
H 3.55 -1.23 0.32 0.21
H 1.16 -1.53 -0.48 0.21
H 1.22 -0.66 1.04 0.19
H 0.86 0.55 -1.72 0.19
H 0.98 1.51 -0.24 0.16
H -2.47 0.71 -1.43 0.19
H -1.38 2.10 -0.93 0.19
H -1.21 1.05 1.48 0.19
H -3.36 -0.38 1.57 0.21
H -2.79 -1.22 0.11 0.22
H -1.94 -1.45 1.64 0.21



| no. | DFT total energy (eV) |
| --- | --- |
| 1 | -98283.40798 |
| 2 | -91898.31655 |
| 3 | -17130.21209 |
| 4 | -34449.41548 |
| 5 | -44000.43654 |
| 6 | -34251.11574 |
| 7 | -28878.43831 |
| 8 | -17026.97167 |
| 9 | -23085.67932 |
| 10 | -54046.61348 |
| 11 | -7919.55145 |
| 12 | -7921.72018 |